Run a
Entry from OMol25: the molecule C6H4 (ωB97M-V/def2-TZVPD).

## Properties
- E_HOMO (hartree) = -0.328
- frontier orbital gap (eV) = 9.2191
- SMILES = C#CC#CC=C
- LUMO energy (eV) = 0.30

The geometry in ORCA input format:
```
! RIJCOSX wB97M-V def2-TZVPD def2/J DEFGRID3
* xyz 0 1
C 3.587 0.118 -0.050
C 2.391 -0.052 0.047
C 1.029 -0.154 0.010
C -0.164 -0.387 -0.014
C -1.590 -0.537 -0.024
C -2.430 0.507 0.004
H 4.652 0.276 0.036
H -1.907 -1.595 -0.008
H -3.515 0.286 0.062
H -2.053 1.538 -0.063
*
```

Charges obtained by Mulliken population analysis, quoted in units of e: -0.52 -0.71 1.09 0.37 -0.79 -0.64 0.41 0.26 0.25 0.28

***

Run b
Entry from OMol25: the molecule C6H4 (ωB97M-V/def2-TZVPD).

## Properties
- E_HOMO (alpha / beta) (hartree) = -0.293 / -0.293
- frontier orbital gap (alpha / beta) (eV) = 6.8983 / 6.8969
- LUMO energy (alpha / beta) (eV) = -1.07 / -1.07

The geometry in ORCA input format:
```
! RIJCOSX wB97M-V def2-TZVPD def2/J DEFGRID3
* xyz 0 1
C -1.884 -0.391 0.079
C -1.782 0.861 0.149
C -1.092 -1.508 -0.222
C 0.174 -1.103 -0.146
C 0.539 0.337 -0.035
C -0.559 1.358 -0.189
H -1.535 -2.422 -0.621
H 1.103 0.495 0.852
H 1.201 0.617 -0.792
H -0.037 2.234 -0.455
*
```

Charges obtained by Mulliken population analysis, quoted in units of e: 0.33 -0.51 -0.48 -0.44 -0.28 -0.05 0.38 0.35 0.33 0.37

***

Run c
Entry from OMol25: the molecule C6H4 (ωB97M-V/def2-TZVPD).

## Properties
- E_HOMO (alpha / beta) (hartree) = -0.298 / -0.299
- frontier orbital gap (alpha / beta) (eV) = 4.2910 / 4.3126
- LUMO energy (alpha / beta) (eV) = -3.83 / -3.83

The geometry in ORCA input format:
```
! RIJCOSX wB97M-V def2-TZVPD def2/J DEFGRID3
* xyz 0 1
C -1.415 -3.518 0.122
C -1.030 -2.411 0.180
C 0.168 0.123 0.150
C 0.514 1.159 -0.460
C -0.333 -1.010 0.748
C 0.821 2.335 -1.061
H -1.013 -0.634 1.540
H 0.431 -1.469 1.201
H 0.139 3.148 -0.906
H 1.718 2.276 -1.515
*
```

Charges obtained by Mulliken population analysis, quoted in units of e: 0.11 -0.61 1.03 0.16 -1.01 -0.87 0.30 0.32 0.27 0.29

***

Run d
Entry from OMol25: the molecule C6H4 (ωB97M-V/def2-TZVPD).

## Properties
- E_HOMO (hartree) = -0.317
- frontier orbital gap (eV) = 8.2820
- SMILES = C#CC=C=C=C
- LUMO energy (eV) = -0.36

The geometry in ORCA input format:
```
! RIJCOSX wB97M-V def2-TZVPD def2/J DEFGRID3
* xyz 0 1
C -1.306 0.484 -0.739
C -0.259 1.057 -1.128
C 1.067 1.395 -0.709
C 1.460 0.298 0.033
C 0.899 -0.727 0.591
C -0.081 -1.428 1.049
H -2.362 0.420 -0.641
H 1.515 2.285 -0.948
H -0.945 -1.811 0.549
H 0.011 -1.973 1.944
*
```

Charges obtained by Mulliken population analysis, quoted in units of e: -0.47 -0.01 -0.47 -0.11 0.47 -0.81 0.38 0.47 0.30 0.26

***

Which one sits at the bottom of the stability order? run c does.

***

Run a
Entry from OMol25: a structure of composition C6H4 (ωB97M-V/def2-TZVPD).

## Properties
- E_HOMO (hartree) = -0.338
- frontier orbital gap (eV) = 9.0835
- LUMO energy (eV) = -0.11

The geometry in ORCA input format:
```
! RIJCOSX wB97M-V def2-TZVPD def2/J DEFGRID3
* xyz 0 1
C 0.821 -0.126 0.344
C 1.424 -0.371 -1.644
C 0.368 -0.835 -1.080
C -0.674 -0.306 0.545
C -0.155 1.015 0.878
C -1.002 -0.754 -0.669
H 1.404 -0.624 1.079
H 0.073 1.333 1.784
H -0.412 1.673 0.055
H -1.847 -1.005 -1.292
*
```

Charges obtained by Mulliken population analysis, quoted in units of e: -0.16 -0.48 0.24 0.28 -0.73 -0.46 0.33 0.38 0.22 0.38

***

Run b
Entry from OMol25: a structure of composition C6H4 (ωB97M-V/def2-TZVPD).

## Properties
- E_HOMO (alpha / beta) (hartree) = -0.326 / -0.298
- frontier orbital gap (alpha / beta) (eV) = 8.4085 / 6.7318
- LUMO energy (alpha / beta) (eV) = -0.46 / -1.38

The geometry in ORCA input format:
```
! RIJCOSX wB97M-V def2-TZVPD def2/J DEFGRID3
* xyz 0 1
C 1.476 0.359 -0.684
C 1.515 -0.567 0.338
C -0.961 0.328 0.829
C 0.102 -0.640 0.772
C -0.795 -0.497 -0.348
C -0.055 0.709 -0.623
H -1.557 1.081 1.399
H 2.282 -1.352 0.563
H -1.471 -0.987 -1.048
H -0.537 1.565 -1.199
*
```

Charges obtained by Mulliken population analysis, quoted in units of e: -0.46 -0.28 -0.46 0.10 -0.27 -0.17 0.40 0.35 0.42 0.36

***

Which one sits at the bottom of the stability order? run b does.

***

Run a
Entry from OMol25: a structure of composition C4H11O3 (ωB97M-V/def2-TZVPD).

## Properties
- E_HOMO (hartree) = -0.156
- frontier orbital gap (eV) = 6.2575
- LUMO energy (eV) = 2.03

The geometry in ORCA input format:
```
! RIJCOSX wB97M-V def2-TZVPD def2/J DEFGRID3
* xyz -1 1
C -0.051 -3.576 -0.052
O 0.455 -4.182 1.023
C -0.484 -1.950 0.250
C 0.344 -0.752 -0.055
C 0.144 0.655 0.499
O 1.011 3.660 -0.261
H -1.052 -4.002 -0.252
H 0.578 -3.517 -0.984
H -1.339 -1.903 0.892
H 0.740 -1.568 0.637
H 1.065 -0.668 -0.856
H -0.936 1.007 0.578
H 0.675 1.349 -0.088
H 0.536 0.680 1.569
H 1.077 4.196 0.513
H -1.214 3.317 -1.853
H -0.276 3.693 -0.573
O -1.275 3.561 -0.988
*
```

Charges obtained by Mulliken population analysis, quoted in units of e: -0.36 -0.75 -0.23 -0.01 -1.06 -1.00 0.22 0.22 0.35 0.22 0.41 0.31 0.39 0.27 0.18 0.21 0.42 -0.80

***

Run b
Entry from OMol25: a cluster of 4 separate species, C4H11O3 in total (ωB97M-V/def2-TZVPD).

## Properties
- E_HOMO (hartree) = -0.142
- frontier orbital gap (eV) = 4.2268
- LUMO energy (eV) = 0.37

The geometry in ORCA input format:
```
! RIJCOSX wB97M-V def2-TZVPD def2/J DEFGRID3
* xyz -1 1
C 0.247 -0.623 1.071
C -0.830 -0.346 0.067
C -0.819 -0.621 -1.285
O -3.836 -0.411 0.312
C 1.620 -0.556 0.557
O 2.346 0.588 0.848
H 0.037 -1.584 1.557
H 0.208 0.114 1.887
H -1.929 -0.129 0.489
H -1.214 1.461 0.058
H -1.660 -0.335 -1.870
H 0.001 -1.289 -1.738
H -3.865 0.532 0.399
H 1.580 -0.923 -0.447
H 2.105 -1.422 0.994
H 1.987 1.417 -0.531
H 0.705 1.182 -1.320
O 1.582 1.554 -1.403
*
```

Charges obtained by Mulliken population analysis, quoted in units of e: 0.01 -0.38 -0.58 -0.92 -0.81 -0.94 0.32 0.13 0.41 0.34 0.33 0.24 0.22 0.30 0.34 0.42 0.28 -0.71

***

Run c
Entry from OMol25: a cluster of 2 separate species, C4H11O3 in total (ωB97M-V/def2-TZVPD).

## Properties
- E_HOMO (hartree) = -0.149
- frontier orbital gap (eV) = 8.2750
- LUMO energy (eV) = 4.22

The geometry in ORCA input format:
```
! RIJCOSX wB97M-V def2-TZVPD def2/J DEFGRID3
* xyz -1 1
C 0.488 0.035 1.697
O 0.496 -1.149 1.004
C -0.024 1.169 0.792
C 0.462 0.936 -0.630
C -0.575 0.292 -1.594
O 1.640 0.162 -0.811
H 1.551 0.111 1.991
H -0.090 -0.050 2.691
H -1.038 1.128 0.623
H 0.345 2.162 1.211
H 0.719 1.975 -0.799
H -0.948 -0.453 -0.961
H -0.140 -0.117 -2.565
H -1.307 1.077 -1.846
H 1.387 -0.622 -0.125
H -0.570 -1.927 0.431
H -0.978 -2.450 -0.935
O -1.418 -2.279 -0.171
*
```

Charges obtained by Mulliken population analysis, quoted in units of e: -0.52 -0.91 -0.76 0.29 -1.23 -0.73 0.25 0.28 0.34 0.36 0.36 0.31 0.28 0.30 0.47 0.48 0.26 -0.83

***

Which one sits at the bottom of the stability order? run b does.

***

Run a
Entry from OMol25: a cluster of 2 separate species, C3H8S in total (ωB97M-V/def2-TZVPD).

## Properties
- E_HOMO (alpha / beta) (hartree) = -0.304 / -0.304
- frontier orbital gap (alpha / beta) (eV) = 6.5910 / 6.5926
- LUMO energy (alpha / beta) (eV) = -1.68 / -1.68

The geometry in ORCA input format:
```
! RIJCOSX wB97M-V def2-TZVPD def2/J DEFGRID3
* xyz 0 1
C -0.630 0.792 -1.312
C 0.166 -0.420 -0.653
C -0.305 -0.813 0.668
S 1.487 0.744 2.513
H -0.236 1.875 -0.990
H -0.602 0.796 -2.426
H -1.659 0.967 -1.049
H 1.299 -0.262 -0.821
H -0.139 -1.335 -1.291
H -1.230 -0.336 0.972
H 0.062 -1.447 1.414
H 1.786 -0.562 2.975
*
```

Charges obtained by Mulliken population analysis, quoted in units of e: -1.10 0.06 -0.82 -0.41 0.26 0.31 0.38 0.24 0.24 0.24 0.51 0.09

***

Run b
Entry from OMol25: the molecule C3H8S (ωB97M-V/def2-TZVPD).

## Properties
- E_HOMO (hartree) = -0.312
- frontier orbital gap (eV) = 9.5769
- SMILES = CCSC
- LUMO energy (eV) = 1.09

The geometry in ORCA input format:
```
! RIJCOSX wB97M-V def2-TZVPD def2/J DEFGRID3
* xyz 0 1
C -1.422 0.394 0.146
C -0.094 0.905 0.733
S 1.324 0.772 -0.379
C 1.341 -0.991 -0.656
H -1.351 0.299 -0.938
H -2.240 1.089 0.312
H -1.638 -0.625 0.446
H 0.131 0.377 1.663
H -0.188 1.959 0.987
H 1.216 -1.666 0.198
H 0.610 -1.284 -1.410
H 2.311 -1.229 -1.101
*
```

Charges obtained by Mulliken population analysis, quoted in units of e: -0.97 -0.47 -0.10 -0.83 0.29 0.32 0.28 0.32 0.31 0.29 0.26 0.30

***

Which one sits at the bottom of the stability order? run a does.

***

Run a
Entry from OMol25: the molecule HIP2S (ωB97M-V/def2-TZVPD).

## Properties
- E_HOMO (hartree) = -0.319
- frontier orbital gap (eV) = 6.7695
- SMILES = S=P#[PH]I
- LUMO energy (eV) = -1.90

The geometry in ORCA input format:
```
! RIJCOSX wB97M-V def2-TZVPD def2/J DEFGRID3
* xyz 0 1
S 2.167 -1.555 0.126
P 0.249 -1.367 0.462
P -0.386 0.411 -0.868
I -2.424 1.029 0.188
H 0.394 1.482 0.092
*
```

Charges obtained by Mulliken population analysis, quoted in units of e: -0.22 0.24 -0.13 -0.01 0.13

***

Run b
Entry from OMol25: the molecule HIP2S (ωB97M-V/def2-TZVPD).

## Properties
- E_HOMO (hartree) = -0.328
- frontier orbital gap (eV) = 8.5923
- SMILES = IP1#S#[PH]1
- LUMO energy (eV) = -0.32

The geometry in ORCA input format:
```
! RIJCOSX wB97M-V def2-TZVPD def2/J DEFGRID3
* xyz 0 1
I -2.486 -3.627 0.295
P -0.689 -2.088 -0.334
S -0.341 -1.368 1.673
P -1.241 -0.088 0.235
H 0.096 0.150 -0.063
*
```

Charges obtained by Mulliken population analysis, quoted in units of e: -0.03 0.07 -0.17 0.03 0.10

***

Which one sits at the bottom of the stability order? run a does.

***

Run a
Entry from OMol25: a cluster of 2 separate species, C2H6NO2 in total (ωB97M-V/def2-TZVPD).

## Properties
- E_HOMO (hartree) = -0.097
- frontier orbital gap (eV) = 7.1810
- LUMO energy (eV) = 4.53

The geometry in ORCA input format:
```
! RIJCOSX wB97M-V def2-TZVPD def2/J DEFGRID3
* xyz -1 1
C -1.046 0.041 -0.207
C 1.340 -0.077 -0.692
N 0.258 0.029 0.349
O 0.411 -1.280 1.054
O 2.530 -0.344 -0.338
H -1.279 1.113 -0.216
H -1.032 -0.437 -1.206
H -1.687 -0.563 0.462
H 0.773 -1.197 -1.442
H 1.122 0.810 -1.320
H 1.308 -1.390 1.240
*
```

Charges obtained by Mulliken population analysis, quoted in units of e: -0.77 -0.34 -0.10 -0.46 -0.68 0.24 0.36 0.27 0.05 0.15 0.27

***

Run b
Entry from OMol25: a cluster of 2 separate species, C2H6NO2 in total (ωB97M-V/def2-TZVPD).

## Properties
- E_HOMO (hartree) = -0.144
- frontier orbital gap (eV) = 8.1612
- LUMO energy (eV) = 4.24

The geometry in ORCA input format:
```
! RIJCOSX wB97M-V def2-TZVPD def2/J DEFGRID3
* xyz -1 1
C -1.613 -0.172 -1.247
O -1.610 -0.095 0.133
H -1.090 0.652 -1.746
H -1.182 -1.139 -1.555
H -2.654 -0.070 -1.604
C 1.922 0.301 1.454
N 0.867 0.069 0.676
O 1.927 0.483 2.672
H 2.876 0.323 0.871
H -0.622 0.051 0.512
H 1.180 -0.403 -0.165
*
```

Charges obtained by Mulliken population analysis, quoted in units of e: -0.60 -0.64 0.24 0.21 0.23 -0.09 -0.49 -0.66 0.20 0.47 0.13

***

Run c
Entry from OMol25: a cluster of 2 separate species, C2H6NO2 in total (ωB97M-V/def2-TZVPD).

## Properties
- E_HOMO (hartree) = -0.142
- frontier orbital gap (eV) = 8.3864
- LUMO energy (eV) = 4.51

The geometry in ORCA input format:
```
! RIJCOSX wB97M-V def2-TZVPD def2/J DEFGRID3
* xyz -1 1
N 1.826 -0.319 -1.565
C 0.502 -0.193 -1.047
O 0.014 -1.255 -0.600
O 0.003 0.953 -1.077
H 2.038 -1.243 -1.920
H 2.136 0.444 -2.142
C -1.303 0.344 1.699
H -1.915 0.928 2.388
H -0.828 0.998 0.973
H -1.886 -0.351 1.093
H -0.588 -0.308 2.198
*
```

Charges obtained by Mulliken population analysis, quoted in units of e: -0.50 0.64 -0.75 -0.76 0.20 0.20 -0.95 0.31 0.19 0.21 0.22

***

Which one sits at the bottom of the stability order? run a does.